{"formula": "C27H39BrF13N4O3S", "method": "the ωB97M-V functional and the def2-TZVPD basis", "spin_multiplicity": 1, "gap_ev": 8.38, "smiles": "CC[C@@H](Br)[C@]1(CCCOC)[C@@H](CCOC=O)NC(NCCCCn2cccc2)=[N+]1CCC(F)(F)C(F)(F)C(F)(F)C(F)(F)S(F)(F)(F)(F)F", "total_charge": 1, "elements": ["Br", "S", "F", "F", "F", "F", "F", "F", "F", "F", "F", "F", "F", "F", "F", "O", "O", "O", "N", "N", "N", "N", "C", "C", "C", "C", "C", "C", "C", "C", "C", "C", "C", "C", "C", "C", "C", "C", "C", "C", "C", "C", "C", "C", "C", "C", "C", "C", "C", "H", "H", "H", "H", "H", "H", "H", "H", "H", "H", "H", "H", "H", "H", "H", "H", "H", "H", "H", "H", "H", "H", "H", "H", "H", "H", "H", "H", "H", "H", "H", "H", "H", "H", "H", "H", "H", "H", "H"], "coordinates": [[0.53003, -3.42269, 0.87532], [6.07926, -3.29542, 3.53597], [3.73067, -0.00052, -0.27518], [3.33438, -2.08229, 1.83756], [7.46702, -3.85905, 3.03072], [5.39321, -3.82741, 2.22180], [5.64421, -1.77638, 0.49515], [6.47490, -0.69966, 3.74845], [5.94197, 0.14833, 1.35683], [7.64556, -1.61269, 2.24513], [3.80265, -0.38048, 3.17807], [3.51806, 1.35617, 1.39711], [4.71709, -2.76791, 4.14084], [6.81234, -2.82901, 4.86690], [5.79576, -4.68605, 4.22065], [-4.68428, -0.12069, -4.68194], [-3.39891, -0.36595, -2.83984], [-4.62828, 0.39451, 2.21830], [-0.36897, -0.15895, -0.30432], [-0.67535, 1.38398, -2.13821], [-0.64922, -0.98867, -2.32793], [1.17005, 4.38466, -1.00523], [1.52387, 3.55500, 1.02321], [-0.17917, 2.93826, -4.05555], [1.36718, 4.97217, 1.12707], [1.15058, 5.40630, -0.12149], [-4.91994, 0.20056, 0.84147], [1.12271, 3.31836, -3.30762], [-1.71118, -4.07479, 2.77527], [-4.23180, 0.33124, -3.65241], [-3.46213, -1.78964, -3.04280], [-2.14078, -2.97707, 1.77982], [-0.95687, -2.17430, 1.18389], [-2.66227, -2.58127, -1.99987], [-1.39598, -1.91656, -1.42567], [5.47476, -1.10629, 1.63145], [-3.98925, -0.86345, 0.24304], [0.93985, 4.58120, -2.42995], [-0.83796, 1.62170, -3.58037], [6.41806, -1.59614, 2.77221], [3.24866, 0.08695, 0.98406], [3.97457, -0.89980, 1.96215], [-2.55195, -0.42597, 0.50613], [1.41806, 3.25467, -0.27791], [-4.92554, 1.75178, 2.57564], [1.10441, -0.44460, -0.30715], [-1.33740, -1.30079, -0.01316], [1.71780, -0.04887, 1.04207], [-0.59965, 0.18571, -1.66186], [1.54243, 0.24424, -1.03628], [-2.54296, -4.24755, 3.46278], [-0.28326, 0.82682, -4.08131], [-3.06274, -2.00214, -4.03904], [-4.48908, 1.36033, -3.36490], [1.58311, 5.38598, -2.78128], [1.55830, 2.47118, -2.77981], [0.04715, 2.83992, -5.11570], [-4.28737, -0.94908, -0.79917], [0.99762, 6.46141, -0.29953], [-4.14310, 2.39602, 2.16284], [1.38193, -1.44319, -0.64244], [-0.09554, 4.91099, -2.54390], [-2.34867, -3.49558, -2.50485], [-4.49875, -2.12406, -3.08406], [-4.80313, 1.13877, 0.28392], [1.30168, 0.93170, 1.27123], [1.40936, 5.56075, 2.02543], [-5.95986, -0.14097, 0.77622], [-5.00163, 1.85432, 3.65416], [1.69705, 2.83028, 1.79891], [-5.88986, 2.00611, 2.12554], [-0.88062, -3.75122, 3.40187], [1.48231, 2.28130, -0.73689], [-2.45354, 0.59889, 0.14320], [-1.50512, -5.02520, 2.29196], [-2.43106, -0.33985, 1.58519], [-4.29067, -1.79411, 0.72793], [-0.61070, 2.17985, -1.50933], [1.39421, -0.69030, 1.85915], [-0.93357, -1.00439, -3.29955], [-1.87219, 1.59961, -3.91051], [1.84987, 3.58459, -4.07388], [-0.93892, 3.71813, -3.97798], [-0.62222, -1.49071, 1.96387], [-3.34856, -2.92033, -1.22714], [-2.67302, -3.47705, 0.96838], [-0.70892, -2.77184, -1.41819], [-2.78075, -2.31183, 2.35532]], "forces_ev_per_angstrom": [[-0.061, 0.068, -0.233], [1.291, -0.689, 1.328], [-0.031, -0.421, -0.103], [0.071, -0.147, 0.356], [-0.149, -0.066, -0.269], [-0.369, 0.272, -0.146], [-0.220, -0.814, 0.257], [-0.815, 0.164, 0.138], [0.027, 0.024, 0.401], [-0.037, -0.279, -0.403], [0.050, -0.358, 0.400], [0.484, -0.138, 0.044], [-0.365, 0.192, -0.511], [-0.039, 0.058, -0.056], [-0.135, -0.013, -0.139], [0.441, 0.330, 1.293], [-0.699, 0.647, 0.504], [0.112, 0.500, -0.068], [1.073, 0.566, 0.229], [-0.325, 0.364, -0.490], [-1.870, 1.254, -0.449], [0.130, 0.336, -0.399], [0.038, 0.570, 1.375], [-0.172, -0.332, 0.563], [0.196, -1.461, 1.209], [-0.195, 2.059, 0.184], [0.052, -0.471, 0.164], [-0.188, 0.735, -0.555], [-0.570, 0.312, 0.294], [-0.622, -0.752, -1.937], [0.504, -0.549, -0.826], [0.793, -0.728, 0.092], [-0.167, -0.402, 0.216], [-0.475, 0.679, -0.443], [1.098, -2.871, 0.024], [0.138, 1.587, -0.092], [-0.961, 0.335, 0.761], [-0.207, -0.622, 0.115], [1.210, 0.269, -0.698], [0.851, -0.106, -0.149], [-0.465, 0.798, 0.632], [-0.283, 0.121, -1.337], [-0.393, -0.865, -0.591], [-0.297, -1.353, -1.393], [-0.162, -0.568, -0.427], [0.484, 0.670, 0.564], [-0.500, 2.400, -0.484], [-0.428, -0.160, -0.389], [0.082, -1.903, 0.876], [-0.014, -0.136, -0.043], [-0.021, -0.049, -0.094], [-0.204, -0.157, 0.004], [-0.013, 0.107, 0.016], [0.563, -0.174, 0.586], [0.047, -0.026, 0.062], [-0.061, 0.074, 0.101], [-0.213, -0.167, -0.031], [0.324, 0.081, -0.002], [-0.080, -0.205, -0.930], [-0.095, 0.188, 0.161], [-0.281, -0.024, 0.073], [0.086, 0.200, -0.029], [-0.024, 0.040, -0.072], [-0.036, 0.148, 0.144], [-0.033, 0.028, 0.050], [0.227, -0.004, 0.002], [-0.009, 0.102, -0.011], [-0.006, 0.173, -0.287], [0.176, -0.148, 0.011], [0.092, 0.259, 0.131], [0.016, 0.289, 0.173], [0.141, -0.129, -0.123], [0.162, 0.161, -0.076], [0.101, -0.104, -0.228], [0.309, 0.077, 0.000], [0.036, 0.096, -0.019], [0.419, -0.132, -0.025], [0.107, -0.227, 0.209], [0.200, -0.236, -0.110], [-0.061, 0.091, 0.028], [-0.122, -0.172, 0.303], [0.101, -0.119, 0.068], [0.235, 0.193, 0.032], [0.253, -0.058, -0.068], [0.322, 0.205, 0.356], [-0.291, 0.262, 0.060], [-0.101, 0.037, 0.605], [-0.183, 0.216, -0.459]]}

---

{"formula": "C2H7N3S2", "method": "the ωB97M-V functional and the def2-TZVPD basis", "spin_multiplicity": 1, "gap_ev": 8.85, "relative_energy_kj_mol": 65.1, "smiles": "CN(S)C(=S)NN", "elements": ["S", "S", "N", "N", "N", "C", "C", "H", "H", "H", "H", "H", "H", "H"], "coordinates": [[-1.39346, -0.18962, -1.93619], [-1.93603, -1.72515, 0.85516], [-0.60166, -0.64983, 0.60493], [0.85367, 0.49828, -0.71356], [1.31711, 1.07934, -1.93131], [-0.35112, -0.11095, -0.65715], [0.23353, -0.29179, 1.77877], [-0.28717, -0.57918, 2.71806], [1.18899, 0.41180, -2.69183], [-2.88730, -0.75555, 0.67611], [1.22494, -0.76194, 1.69111], [0.72793, 1.87474, -2.13430], [1.57619, 0.36914, 0.00669], [0.33439, 0.83072, 1.73351]], "forces_ev_per_angstrom": [[-0.119, 0.001, -0.031], [0.222, 1.291, -0.282], [-0.392, -0.552, 0.099], [0.888, 0.562, -0.816], [0.334, -0.351, 0.893], [0.120, -0.659, 1.271], [-0.566, 0.984, -0.583], [0.473, 0.101, -0.842], [-0.154, 0.045, 0.276], [0.211, -0.618, 0.141], [-0.252, 0.079, 0.359], [-0.154, 0.044, -0.040], [-0.737, 0.120, -0.863], [0.127, -1.047, 0.417]]}

---

{"formula": "C27H67N3O11P2", "method": "the ωB97M-V functional and the def2-TZVPD basis", "spin_multiplicity": 2, "gap_ev": [9.12, 2.99], "total_charge": 1, "elements": ["P", "P", "O", "O", "O", "O", "O", "O", "O", "O", "O", "O", "O", "N", "N", "N", "C", "C", "C", "C", "C", "C", "C", "C", "C", "C", "C", "C", "C", "C", "C", "C", "C", "C", "C", "C", "C", "C", "C", "C", "C", "C", "C", "H", "H", "H", "H", "H", "H", "H", "H", "H", "H", "H", "H", "H", "H", "H", "H", "H", "H", "H", "H", "H", "H", "H", "H", "H", "H", "H", "H", "H", "H", "H", "H", "H", "H", "H", "H", "H", "H", "H", "H", "H", "H", "H", "H", "H", "H", "H", "H", "H", "H", "H", "H", "H", "H", "H", "H", "H", "H", "H", "H", "H", "H", "H", "H", "H", "H", "H"], "coordinates": [[-4.02400, 1.04203, 4.84443], [5.73071, -1.96365, 2.36387], [7.10777, -1.19371, 1.98517], [-4.79513, 0.07230, 3.82716], [4.90301, -2.06758, 0.97832], [-3.43098, 0.43773, 6.03106], [-2.98302, 1.85608, 3.90057], [5.85240, -3.05837, 3.33555], [1.06384, 4.45953, 4.32152], [-5.05492, 2.21914, 5.23396], [0.01637, 0.27724, 1.21921], [4.86323, -0.78264, 3.05617], [0.42518, 0.46877, -3.42495], [0.06708, -0.59562, -0.82990], [1.05076, 2.46181, -4.50610], [-0.55185, 4.28254, 2.68289], [8.05295, -0.91495, 3.00916], [0.33786, 3.89296, 1.58333], [1.35640, -4.33610, -1.99547], [0.82120, 3.35431, -3.39048], [0.98823, 0.35967, -5.71584], [0.59727, 0.10514, 0.14964], [0.76645, 1.13385, -4.45220], [3.52993, -1.01374, 3.35480], [-3.78872, 1.82728, -4.25948], [-1.03872, 4.97971, 5.06054], [-2.74088, 4.56523, -1.46710], [1.97237, 0.75609, -0.08501], [1.87292, -5.46062, -1.04008], [1.12184, -6.81942, -1.28777], [2.90659, -8.73522, -0.61004], [-0.06471, 4.54351, 3.91390], [2.19545, -3.03819, -1.92215], [-5.58229, 0.77562, 2.81341], [-3.55548, 3.46181, -2.16773], [-2.14393, 1.15405, 3.12285], [5.05580, -1.06356, 0.01474], [-4.74968, 3.37333, 5.94640], [-1.21659, -1.25623, -0.80803], [-4.89137, -0.51794, -4.49462], [-2.90324, 2.78481, -3.47755], [-4.14257, 0.44696, -3.53524], [1.52954, -7.98277, -0.29476], [-4.56225, 0.64189, -2.54834], [1.34594, 2.88168, -5.37597], [3.05969, -1.87279, 2.87624], [1.24301, -4.73194, -3.00470], [1.13081, 3.07883, -2.38234], [1.21342, 0.93864, -6.61149], [-2.45859, 3.50406, -4.16534], [-0.24824, 3.52898, -3.27256], [3.71824, -8.04258, -0.38740], [-1.56195, 5.86946, 4.71032], [6.11807, -0.83727, 0.10672], [-5.70947, -0.08137, -5.06752], [0.36447, -4.04515, -1.64972], [-2.07275, -0.62220, -1.03844], [-1.97133, 2.28846, -3.20687], [2.94858, -0.09387, 3.29191], [2.98559, -9.53972, 0.12114], [4.58137, -0.10002, 0.20081], [0.03436, -6.76371, -1.33634], [1.58057, -5.08070, -0.06116], [2.62738, 0.74318, 0.78614], [1.76686, -2.37523, -2.67374], [-2.42400, 0.10134, 3.16106], [-6.09396, 1.69274, 3.10527], [1.25463, 4.30373, -3.70486], [-3.20958, -0.01116, -3.20696], [-1.86263, 4.28494, 5.22351], [-2.33525, 1.20514, 2.05099], [-4.24885, -1.04517, -5.19980], [-3.66342, 3.43899, 6.00806], [1.88358, -2.60893, -0.97000], [-4.49768, 3.89268, -2.50643], [4.97702, -1.35446, -1.03276], [-2.55084, 5.43397, -2.09741], [1.75489, -0.40698, -5.60376], [7.98123, -1.67377, 3.78836], [0.76732, -8.76178, -0.31144], [1.38713, 3.64868, 1.74899], [-1.26669, -1.61228, 0.22096], [0.03671, -0.12843, -5.92671], [-3.22314, 1.60454, -5.16425], [0.08752, 3.05707, 0.93009], [-5.07280, 1.10206, 1.90679], [-3.18837, 5.10322, -0.63138], [1.54548, -7.58030, 0.71808], [9.03530, -1.02220, 2.54918], [2.92274, -5.75374, -1.03087], [-3.91965, 2.69658, -1.48224], [-5.22785, 4.11626, 5.30803], [-1.17029, -2.22189, -1.31148], [-1.74616, 4.15519, -1.29251], [-1.08357, 1.21097, 3.36882], [-1.54860, 4.24055, 2.52536], [3.01706, -9.05836, -1.64516], [3.65685, -1.32761, 4.39089], [2.39876, 0.29572, -0.97628], [-0.50522, 5.11474, 6.00141], [-6.41174, 0.18986, 2.41716], [-5.22219, 3.30355, 6.92618], [1.81475, 1.80547, -0.33418], [1.25170, -7.12393, -2.32629], [7.87430, 0.09553, 3.37679], [3.26092, -3.26630, -1.89333], [0.24572, 4.69231, 0.84803], [-5.20823, -1.41666, -3.96547], [0.51723, -0.42480, -1.71776], [-4.65093, 2.43310, -4.53820]], "forces_ev_per_angstrom": [[-0.548, 1.220, 1.029], [-0.356, 1.992, 1.051], [-1.979, -1.005, -0.503], [-0.626, 1.742, -0.225], [0.076, -1.735, 0.977], [0.171, -0.431, -0.626], [-2.177, 2.164, 1.811], [-0.052, -0.236, -1.499], [2.182, -0.685, -1.929], [-0.110, -3.007, -1.828], [-0.155, 0.328, 0.773], [2.116, 0.700, -1.975], [0.599, 2.529, -1.910], [0.524, 0.056, -1.894], [-0.315, -1.137, 1.096], [2.402, -1.413, -2.261], [0.424, -0.392, 0.183], [-0.036, 0.056, -0.680], [1.094, -0.614, 0.370], [-0.829, 1.029, -0.362], [-0.512, -0.029, -0.730], [0.352, 0.864, 1.369], [0.483, -1.632, 1.322], [-0.444, -0.852, 2.159], [0.137, -0.655, 0.940], [-0.878, -0.238, -1.538], [0.457, -0.058, -1.038], [-0.854, -0.275, -0.793], [-2.086, -0.739, -0.304], [0.366, -0.487, 0.310], [-1.107, 1.620, 0.954], [-2.539, 0.979, 5.014], [-1.396, -1.008, 0.578], [-1.036, 0.345, -1.011], [-0.452, 0.105, -1.556], [1.288, -3.408, -2.088], [2.706, 1.355, -0.512], [0.013, 0.145, -0.164], [0.656, -0.770, 1.676], [0.375, -0.577, 0.804], [0.675, 0.377, 1.797], [0.639, 1.206, -1.191], [0.714, -0.082, -1.492], [-1.019, 0.015, -0.293], [-0.107, -0.343, 0.153], [0.048, 0.265, -0.617], [0.176, 0.122, -0.161], [0.713, -0.547, -0.439], [0.157, 0.268, 0.181], [-0.680, 0.738, -0.060], [-0.121, 0.076, -0.126], [0.200, -0.033, -0.113], [0.200, 0.442, 0.271], [0.103, 0.590, -0.601], [-0.039, 0.074, 0.318], [-0.244, -0.334, -0.084], [0.123, -0.120, -0.241], [-0.027, -0.601, 0.571], [0.015, -0.139, -0.194], [0.124, -0.249, -0.365], [-0.627, -0.439, 0.304], [-0.246, 0.618, 0.809], [0.412, -0.302, 0.430], [-0.246, -0.431, -0.064], [0.880, 0.257, -0.318], [0.595, -0.554, 0.542], [0.361, -0.095, 1.023], [0.108, 0.050, 0.478], [0.412, -0.113, -0.496], [0.225, -0.426, -0.149], [0.263, 1.291, -0.297], [0.568, 0.780, -0.337], [-0.094, 0.610, 0.330], [0.525, 0.259, 0.213], [-0.116, 0.243, -0.164], [-0.814, -0.658, 0.343], [-0.025, -0.212, -0.733], [-0.103, 0.075, 0.251], [-0.054, 0.230, 0.196], [-0.224, 0.146, -0.040], [-0.177, 0.737, 1.187], [-0.685, 0.327, 0.266], [0.063, -0.275, 0.024], [-0.236, -0.192, -0.213], [-1.287, -0.657, 0.571], [1.037, -0.449, 0.242], [-0.154, -0.873, 0.545], [0.144, -0.040, 0.062], [-0.033, 0.289, 0.073], [0.217, 0.778, -0.310], [0.535, -0.211, 0.184], [0.428, 0.798, 0.633], [-0.106, 0.488, -0.815], [0.146, 0.117, 0.721], [-0.082, 0.323, -0.002], [-0.395, 0.053, 0.080], [-0.277, -0.180, 0.148], [-1.213, 0.118, 0.431], [0.488, 0.064, 0.208], [0.106, 0.147, -0.452], [0.342, -0.808, 0.570], [0.223, 0.267, 0.023], [-0.133, 0.146, -0.061], [0.834, -0.212, -0.169], [0.154, -0.131, 0.126], [-0.035, 0.476, -0.519], [0.091, 0.589, -0.080], [-0.723, 0.279, 0.421], [-0.191, -0.340, -0.349], [-0.467, -0.528, -0.172]]}

---

{"formula": "C6H11O", "method": "the ωB97M-V functional and the def2-TZVPD basis", "spin_multiplicity": 1, "gap_ev": 4.57, "relative_energy_kj_mol": 488.7, "total_charge": -1, "elements": ["O", "C", "C", "C", "C", "C", "C", "H", "H", "H", "H", "H", "H", "H", "H", "H", "H", "H"], "coordinates": [[-0.33352, 3.59137, -1.95777], [-0.72046, 1.42576, -0.96631], [-0.83995, 2.36321, -2.15035], [0.29740, -2.69159, 2.36202], [0.51429, -1.80669, 1.06801], [0.04256, -0.84655, 1.88959], [1.18356, -2.21284, -0.01209], [1.41194, -3.26206, -0.14462], [0.66336, -0.20670, 2.50826], [-0.37402, 1.83785, -3.04429], [0.11795, -3.67678, 1.92558], [0.29339, 1.00495, -0.82113], [1.31203, -1.58387, -0.87665], [-1.93090, 2.35131, -2.43671], [-0.79465, 1.98838, -0.02003], [-1.43772, 0.60784, -0.83895], [1.26423, -2.78391, 2.86099], [-0.48078, -2.56596, 3.10781]], "forces_ev_per_angstrom": [[0.046, -0.087, 0.149], [0.873, -0.407, 2.014], [-0.111, 0.393, -1.070], [1.279, -1.655, 0.734], [1.063, 1.301, 0.572], [-1.573, 0.544, -1.161], [-0.654, -0.675, -0.248], [-0.034, -0.042, 0.082], [0.412, -0.488, 0.179], [-0.037, -0.115, 0.224], [-0.323, 0.184, -0.152], [-0.096, -0.078, -0.541], [0.040, 0.325, 0.120], [-0.125, 0.091, 0.114], [-0.383, 0.318, -0.332], [-0.115, -0.133, -0.531], [-0.097, 0.071, 0.065], [-0.165, 0.454, -0.218]]}